This record from the Open Molecules 2025 dataset describes a single C3H5NO4 molecule in a non-equilibrium geometry. The level of theory is wB97M-V/def2-TZVPD.

CARTESIAN COORDINATES (ANGSTROEM)
C  -0.601  -0.105  0.479
C  1.641  0.361  0.151
C  0.486  0.243  -0.500
N  0.208  0.114  -1.882
O  -1.542  0.863  0.704
O  -1.225  -1.290  0.257
O  0.397  -0.206  1.700
O  2.736  0.714  0.406
H  -2.181  -1.141  0.274
H  -1.108  1.721  0.794
H  0.207  -0.996  2.225
H  0.896  0.581  -2.458
H  0.086  -0.857  -2.149

E_HOMO	-8.1638	eV
molar mass	119.1	g/mol
lowest unoccupied orbital energy	0.5535	eV
SMILES string	NC(=C=O)C(O)(O)O
relative energy (zero: lowest compared OMol25 entry of this formula, charge and spin)	2.525	eV
E	-12870.35033	eV
Kohn-Sham gap	8.72	eV